No. 1
The following is a DFT calculation (the ωB97M-V functional and the def2-TZVPD basis) of C2H12BClN4O2V as an isolated structure at a distorted geometry.

Positions of all 23 atoms, in Å:
V  -0.894  1.766  3.010
B  -1.578  3.736  2.198
H  -1.007  3.646  3.253
H  -2.671  3.223  2.340
H  -1.786  4.872  1.949
H  -0.954  3.163  1.362
Cl  0.556  0.720  1.289
C  -1.022  -3.026  0.783
O  -1.014  -2.790  1.972
N  -0.530  -2.182  -0.174
N  -1.424  -4.251  0.279
H  -0.237  -1.259  0.094
H  -0.573  -2.397  -1.153
H  -1.408  -5.026  0.913
H  -1.506  -4.428  -0.705
C  2.105  0.401  -2.686
O  2.356  0.314  -3.872
N  2.997  0.091  -1.688
N  0.869  0.810  -2.238
H  3.961  0.061  -1.962
H  2.787  0.403  -0.754
H  0.760  1.058  -1.271
H  0.214  1.097  -2.939

Computed properties:
E_LUMO (spin up / spin down) ... -1.82 / -1.86 eV
Orbital gap (spin up / spin down) ... 7.859 / 7.814 eV
Multiplicity ... 4
Highest occupied orbital energy (spin up / spin down) ... -9.674 / -9.676 eV

Mulliken atomic charge list, values in e, 8 entries: number 1, V, carries 0.6482; number 2, B, carries 0.0751; number 3, H, carries -0.0080; number 4, H, carries -0.1176; number 5, H, carries -0.0718; number 6, H, carries -0.0387; number 7, Cl, carries -0.5295; number 8, C, carries 0.5969

No. 2
The following is a DFT calculation (the ωB97M-V functional and the def2-TZVPD basis) of one molecule with the formula C5H8N2S at a distorted geometry.

Positions of all 16 atoms, in Å:
C  0.761  1.630  -0.574
C  0.416  0.347  -0.039
C  1.121  -0.171  1.173
N  1.286  -0.743  -0.199
N  0.486  -1.954  -0.324
C  -0.777  -1.629  -0.579
C  -1.005  -0.192  -0.516
S  -2.493  0.217  0.251
H  0.654  1.666  -1.604
H  0.215  2.572  -0.226
H  1.785  1.714  -0.404
H  2.028  0.415  1.740
H  0.764  -0.779  1.997
H  -1.572  -2.436  -0.472
H  -1.229  0.275  -1.551
H  -2.439  -0.934  1.326

Computed properties:
E_LUMO ... 0.42 eV
SMILES string ... C[C@]12CN1N=C[C@H]2S
Orbital gap ... 9.675 eV
Highest occupied orbital energy ... -9.259 eV

Mulliken atomic charge list, values in e, 8 entries: number 1, C, carries -1.8568; number 2, C, carries 1.8060; number 3, C, carries -0.7919; number 4, N, carries -0.3445; number 5, N, carries -0.5051; number 6, C, carries -0.2713; number 7, C, carries -0.1863; number 8, S, carries -0.2137

No. 3
The following is a DFT calculation (the ωB97M-V functional and the def2-TZVPD basis) of a 2-piece molecular cluster, C21H27N2O2 overall at a distorted geometry.

Positions of all 52 atoms, in Å:
C  -4.173  -4.294  -2.386
O  -2.765  -4.523  -2.146
C  -2.057  -3.546  -1.528
C  -2.650  -2.350  -1.057
C  -1.884  -1.433  -0.366
C  -0.505  -1.648  -0.127
C  0.254  -0.729  0.668
C  -0.289  -0.051  1.756
C  0.389  0.988  2.523
C  1.606  1.636  2.356
C  2.013  2.544  3.348
C  1.214  2.794  4.482
C  -0.023  2.153  4.646
C  -0.412  1.271  3.648
N  -1.557  0.461  3.571
C  -2.613  0.384  4.560
C  -1.514  -0.297  2.443
C  0.093  -2.818  -0.677
C  -0.666  -3.759  -1.335
H  -4.498  -5.209  -2.880
H  -4.726  -4.148  -1.446
H  -4.329  -3.426  -3.043
H  -3.712  -2.162  -1.217
H  -2.355  -0.529  0.019
H  1.332  -0.649  0.499
H  2.193  1.432  1.460
H  2.966  3.063  3.249
H  1.566  3.492  5.242
H  -0.665  2.313  5.509
H  -2.384  1.068  5.382
H  -3.576  0.654  4.104
H  -2.696  -0.642  4.946
H  -2.318  -0.990  2.197
H  1.159  -2.992  -0.515
H  -0.239  -4.686  -1.712
C  4.219  0.805  -1.880
C  3.365  1.513  -2.929
C  1.868  1.343  -2.723
C  1.060  1.997  -3.848
O  -0.305  1.892  -3.469
N  1.471  1.839  -1.392
H  5.279  0.972  -2.094
H  4.005  1.183  -0.876
H  4.031  -0.275  -1.889
H  3.592  2.588  -2.938
H  3.605  1.132  -3.929
H  1.640  0.262  -2.731
H  1.372  3.049  -3.945
H  1.253  1.460  -4.791
H  -0.859  2.259  -4.171
H  1.767  2.808  -1.283
H  0.457  1.800  -1.282

Computed properties:
Total charge ... +1
E_LUMO ... -4.63 eV
Orbital gap ... 6.632 eV
Highest occupied orbital energy ... -11.267 eV

Mulliken atomic charge list, values in e, 8 entries: number 1, C, carries -0.8167; number 2, O, carries -0.4242; number 3, C, carries 0.9186; number 4, C, carries -0.4810; number 5, C, carries -0.9889; number 6, C, carries 0.4857; number 7, C, carries -0.4434; number 8, C, carries 0.7309

No. 4
The following is a DFT calculation (the ωB97M-V functional and the def2-TZVPD basis) of a 14-piece molecular cluster, H28O14 overall at a distorted geometry.

Positions of all 42 atoms, in Å:
H  -0.969  -0.567  -1.338
H  -0.088  0.192  -0.359
H  -1.558  -2.720  -1.105
H  -0.170  -3.016  -0.560
H  2.863  2.433  1.203
H  3.865  2.757  2.299
H  3.344  -2.218  -0.267
H  4.462  -3.086  0.285
H  2.166  4.299  -0.858
H  2.867  2.972  -0.614
H  -1.023  -2.004  1.662
H  -0.106  -2.650  2.688
H  3.713  -0.921  -2.167
H  4.591  -1.069  -3.399
H  -5.568  3.209  -1.904
H  -4.087  2.889  -1.789
H  3.024  -0.038  0.974
H  3.835  -0.343  -0.274
H  0.722  -0.682  -1.929
H  1.183  0.709  -1.523
H  0.380  1.437  2.594
H  0.233  2.839  3.163
H  -4.490  0.294  2.686
H  -3.571  -0.463  1.741
H  -2.810  1.487  -1.576
H  -2.677  0.234  -2.426
H  -4.141  -1.045  -0.744
H  -5.428  -1.257  0.037
O  -0.912  0.265  -0.854
O  -1.095  -3.267  -0.460
O  2.918  2.711  2.124
O  3.587  -3.138  -0.116
O  2.906  3.907  -0.381
O  -0.869  -2.834  2.127
O  4.607  -1.157  -2.439
O  -4.941  2.481  -1.970
O  3.696  -0.638  0.633
O  0.471  0.247  -1.980
O  0.365  1.921  3.428
O  -4.029  -0.546  2.585
O  -2.277  1.099  -2.280
O  -4.498  -1.510  0.021

Computed properties:
E_LUMO ... -1.30 eV
Orbital gap ... 7.651 eV
Highest occupied orbital energy ... -8.947 eV

Mulliken atomic charge list, values in e, 8 entries: number 1, H, carries 0.2295; number 2, H, carries 0.3171; number 3, H, carries 0.2637; number 4, H, carries 0.2959; number 5, H, carries 0.2178; number 6, H, carries 0.3028; number 7, H, carries 0.3370; number 8, H, carries 0.3012

No. 5
The following is a DFT calculation (the ωB97M-V functional and the def2-TZVPD basis) of C5H12N2O as an isolated structure at a distorted geometry.

Positions of all 20 atoms, in Å:
C  -0.097  -0.208  0.633
C  0.700  0.014  -1.142
C  -0.396  0.527  -1.897
C  -0.810  -1.540  0.584
C  0.963  -0.110  1.703
N  -0.946  0.889  0.571
N  -1.702  0.900  -0.565
O  1.746  0.938  -0.994
H  2.440  0.538  -0.460
H  -0.444  1.756  0.768
H  -2.042  1.848  -0.700
H  1.027  -1.008  -1.324
H  -0.924  -0.167  -2.542
H  -0.251  1.519  -2.317
H  -0.088  -2.350  0.469
H  1.407  0.889  1.739
H  0.544  -0.327  2.692
H  -1.370  -1.704  1.508
H  -1.512  -1.564  -0.243
H  1.757  -0.838  1.516

Computed properties:
E_LUMO ... 0.83 eV
Orbital gap ... 8.748 eV
Highest occupied orbital energy ... -7.923 eV

Mulliken atomic charge list, values in e, 8 entries: number 1, C, carries 1.2280; number 2, C, carries -0.0180; number 3, C, carries -0.6927; number 4, C, carries -1.4647; number 5, C, carries -1.7579; number 6, N, carries -0.1192; number 7, N, carries -0.6867; number 8, O, carries -0.5714

No. 6
The following is a DFT calculation (the ωB97M-V functional and the def2-TZVPD basis) of a 2-piece molecular cluster, C7H10 overall at a distorted geometry.

Positions of all 17 atoms, in Å:
C  -1.123  -1.746  -1.958
C  -0.045  -1.982  -1.292
C  0.762  -0.817  -0.724
C  1.231  0.273  -0.182
C  2.333  -0.634  -0.645
H  -1.550  -2.465  -2.587
H  -1.305  -0.827  -2.544
H  0.213  -2.893  -0.961
H  0.983  1.212  0.323
H  2.881  -1.129  0.087
H  3.039  -0.345  -1.519
C  -0.707  1.562  2.280
C  -1.651  2.169  1.645
H  -0.941  0.535  2.816
H  0.286  2.234  2.430
H  -2.761  1.911  1.904
H  -1.644  2.940  0.926

Computed properties:
E_LUMO ... 1.08 eV
SMILES string ... C=CC1=CC1.C=C
Orbital gap ... 10.101 eV
Highest occupied orbital energy ... -9.019 eV

Mulliken atomic charge list, values in e, 8 entries: number 1, C, carries -0.7122; number 2, C, carries -0.3384; number 3, C, carries 0.1832; number 4, C, carries -0.0633; number 5, C, carries -0.7259; number 6, H, carries 0.3272; number 7, H, carries 0.2473; number 8, H, carries 0.4095

No. 7
The following is a DFT calculation (the ωB97M-V functional and the def2-TZVPD basis) of one molecule with the formula C4H11NO.

Positions of all 17 atoms, in Å:
C  1.288  -0.757  -0.831
C  0.133  0.142  -1.298
C  -0.479  1.067  -0.239
O  0.483  1.934  0.334
N  -1.307  0.389  0.736
C  -0.869  -0.845  1.357
H  1.013  -1.810  -0.860
H  1.603  -0.532  0.188
H  2.158  -0.621  -1.474
H  0.488  0.795  -2.101
H  -0.677  -0.460  -1.707
H  -1.162  1.763  -0.753
H  1.237  1.414  0.637
H  -1.566  1.063  1.449
H  0.079  -0.772  1.912
H  -0.777  -1.614  0.593
H  -1.645  -1.155  2.058

Computed properties:
E_LUMO ... 0.91 eV
SMILES string ... CC[C@H](O)NC
Orbital gap ... 9.817 eV
Highest occupied orbital energy ... -8.907 eV

Mulliken atomic charge list, values in e, 8 entries: number 1, C, carries -1.0901; number 2, C, carries -0.4948; number 3, C, carries -0.1720; number 4, O, carries -0.5426; number 5, N, carries -0.3117; number 6, C, carries -0.7618; number 7, H, carries 0.2979; number 8, H, carries 0.3109

No. 8
The following is a DFT calculation (the ωB97M-V functional and the def2-TZVPD basis) of C4H8F8LiN4O18S9 as an isolated structure at a distorted geometry.

Positions of all 52 atoms, in Å:
Li  0.154  0.725  0.897
N  -0.834  -3.778  2.112
S  -2.033  -2.812  2.385
O  -2.711  -2.306  1.228
O  -1.843  -1.970  3.539
F  -3.047  -3.924  2.935
S  0.340  -2.586  1.639
O  1.538  -2.734  2.425
O  -0.072  -1.241  1.259
F  0.675  -3.285  0.224
N  2.507  3.535  1.861
S  2.714  2.388  0.676
O  2.222  1.035  0.945
O  3.727  2.590  -0.312
F  1.380  2.885  -0.103
S  3.964  3.390  2.370
O  5.009  4.189  1.781
O  4.298  2.159  3.036
F  3.704  4.319  3.717
N  2.708  -2.622  -2.483
S  2.806  -1.257  -1.503
O  1.580  -0.815  -0.902
O  3.872  -0.369  -1.888
F  3.465  -2.039  -0.311
S  2.512  -1.922  -3.882
O  3.717  -1.574  -4.572
O  1.403  -1.018  -4.037
F  2.019  -3.199  -4.755
N  -0.597  1.936  2.306
S  -0.298  1.537  3.948
O  -1.257  1.012  4.856
O  0.648  2.467  4.482
F  0.523  0.222  3.529
S  -2.149  1.986  2.406
O  -2.738  3.194  2.906
O  -2.825  0.743  2.685
F  -2.483  2.077  0.809
C  -3.561  -0.334  -2.746
C  -2.598  -1.431  -2.305
C  -1.204  -0.963  -2.701
S  -1.187  0.793  -2.281
O  -0.779  1.529  -3.450
O  -0.650  1.043  -0.962
C  -2.998  0.881  -2.013
H  -4.636  -0.454  -2.608
H  -3.470  -0.196  -3.833
H  -2.878  -2.425  -2.655
H  -2.656  -1.461  -1.211
H  -1.189  -1.001  -3.792
H  -0.314  -1.460  -2.326
H  -3.320  1.856  -2.373
H  -3.158  0.687  -0.955

Computed properties:
Total charge ... -3
E_LUMO ... 5.68 eV
Orbital gap ... 8.266 eV
Highest occupied orbital energy ... -2.586 eV

Mulliken atomic charge list, values in e, 8 entries: number 1, Li, carries 1.4948; number 2, N, carries -0.5792; number 3, S, carries 1.0327; number 4, O, carries -0.5621; number 5, O, carries -0.5635; number 6, F, carries -0.3583; number 7, S, carries 0.8412; number 8, O, carries -0.6838

Here are the calculated energy above the lowest of the compared OMol25 structures with the same formula, charge and spin numbers, same order: 1.8; 101.1; 39.2; 210.1; 89.6; 146.0; 22.4; 0.0 (kcal per mole).